Entry 1:
C44H37INNiOP2 as an isolated structure in a non-equilibrium geometry, computed with the ωB97M-V functional and the def2-TZVPD basis.

## Properties
**Lowest unoccupied orbital energy (spin up / spin down)**: -0.0948 / -0.1293 Eh
**⟨S²⟩**: 2.011
**Strongest force on any atom**: 4.3 eV/A
**HOMO-LUMO gap (spin up / spin down)**: 7.4 / 7.3 eV

```
! wB97M-V def2-TZVPD RIJCOSX def2/J DEFGRID3
* xyz 1 3
Ni 0.989 1.088 -0.974
C -1.957 -4.371 3.555
C -0.849 -3.750 2.673
C 0.341 -4.733 2.641
C -0.367 -2.402 3.244
C -0.461 -2.004 4.579
C -0.078 -0.713 4.958
C 0.382 0.211 4.009
C 0.510 -0.151 2.666
P 0.943 1.009 1.304
C 2.205 2.067 2.080
C 1.926 3.178 2.889
C 2.957 3.943 3.443
C 4.286 3.610 3.196
C 4.585 2.510 2.398
C 3.554 1.746 1.846
C -0.548 2.049 1.147
C -1.826 1.583 1.496
C -2.963 2.379 1.322
C -2.845 3.654 0.778
C -1.594 4.125 0.394
C -0.460 3.325 0.564
C 0.177 -1.477 2.333
O 0.389 -1.877 1.037
C -0.677 -2.534 0.472
C -1.038 -2.168 -0.840
C -2.116 -2.850 -1.408
C -2.780 -3.857 -0.694
C -2.398 -4.192 0.611
C -1.341 -3.519 1.229
P -0.104 -0.806 -1.650
C -0.979 -0.530 -3.217
C -2.059 0.372 -3.207
C -2.782 0.649 -4.371
C -2.437 0.030 -5.568
C -1.367 -0.860 -5.601
C -0.642 -1.134 -4.436
C 1.452 -1.637 -2.112
C 1.561 -3.014 -2.363
C 2.793 -3.593 -2.681
C 3.938 -2.805 -2.749
C 3.852 -1.438 -2.502
C 2.619 -0.859 -2.188
H -1.608 -4.564 4.575
H -2.290 -5.342 3.170
H -2.834 -3.716 3.618
H 0.734 -4.912 3.649
H 1.173 -4.359 2.032
H 0.044 -5.701 2.221
H -0.840 -2.672 5.346
H -0.164 -0.409 5.999
H 0.615 1.217 4.343
H 0.900 3.461 3.110
H 2.719 4.799 4.069
H 5.087 4.205 3.627
H 5.621 2.243 2.202
H 3.815 0.889 1.227
H -1.967 0.582 1.897
H -3.939 1.994 1.605
H -3.728 4.272 0.641
H -1.497 5.114 -0.048
H 0.501 3.714 0.232
H -2.462 -2.619 -2.412
H -3.614 -4.379 -1.160
H -2.951 -4.974 1.121
H -2.346 0.876 -2.285
H -3.611 1.352 -4.338
H -2.996 0.245 -6.475
H -1.088 -1.341 -6.535
H 0.190 -1.828 -4.509
H 0.688 -3.660 -2.317
H 2.855 -4.662 -2.869
H 4.897 -3.257 -2.988
H 4.744 -0.819 -2.547
H 2.581 0.211 -1.989
I 2.470 4.022 -0.483
C 0.626 3.827 -1.444
C -0.019 4.967 -1.903
C -1.248 4.816 -2.541
C -1.783 3.542 -2.697
C -1.064 2.465 -2.205
N 0.128 2.578 -1.582
H 0.411 5.954 -1.774
H -1.782 5.685 -2.914
H -2.737 3.392 -3.189
H -1.440 1.450 -2.303
H 2.420 1.088 -1.480
*
```

Entry 2:
C44H37LiNO5P2Si as an isolated structure, computed with the ωB97M-V functional and the def2-TZVPD basis.

## Properties
**Lowest unoccupied orbital energy (spin up / spin down)**: 0.0653 / 0.0652 Eh
**Strongest force on any atom**: 0.6 eV/A
**HOMO-LUMO gap (spin up / spin down)**: 3.3 / 3.7 eV

```
! wB97M-V def2-TZVPD RIJCOSX def2/J DEFGRID3
* xyz -1 1
Li 0.982 1.368 -0.037
C -1.339 1.717 1.867
Si -1.426 0.125 0.889
C -1.291 -1.268 2.135
C -2.381 -2.010 2.601
C -2.221 -3.042 3.517
C -0.954 -3.351 3.978
C 0.143 -2.621 3.538
C -0.001 -1.577 2.632
P 1.471 -0.618 2.043
C 1.775 0.498 3.504
C 0.948 0.600 4.617
C 1.143 1.599 5.570
C 2.176 2.509 5.427
C 3.016 2.419 4.320
C 2.809 1.432 3.367
C 2.837 -1.838 2.266
C 3.651 -1.910 3.398
C 4.650 -2.872 3.491
C 4.841 -3.782 2.458
C 4.028 -3.728 1.335
C 3.036 -2.762 1.238
C -2.977 0.392 -0.160
C -4.246 -0.102 0.160
C -5.375 0.230 -0.579
C -5.253 1.082 -1.663
C -4.007 1.589 -2.005
C -2.861 1.260 -1.282
P -1.203 1.949 -1.807
C -0.714 0.789 -3.135
C -1.324 -0.443 -3.348
C -0.805 -1.336 -4.279
C 0.319 -1.000 -5.018
C 0.931 0.232 -4.817
C 0.430 1.110 -3.870
C -1.740 3.443 -2.755
C -1.967 4.594 -1.996
C -2.361 5.784 -2.590
C -2.517 5.851 -3.969
C -2.283 4.720 -4.738
C -1.902 3.523 -4.136
H -1.341 2.590 1.210
H -0.501 1.766 2.571
H -2.264 1.740 2.457
H -3.376 -1.800 2.236
H -3.079 -3.611 3.851
H -0.812 -4.166 4.678
H 1.133 -2.880 3.897
H 0.135 -0.107 4.744
H 0.482 1.661 6.426
H 2.328 3.286 6.166
H 3.831 3.122 4.200
H 3.455 1.379 2.495
H 3.508 -1.215 4.216
H 5.274 -2.913 4.376
H 5.621 -4.531 2.531
H 4.161 -4.434 0.525
H 2.397 -2.733 0.365
H -4.369 -0.765 1.005
H -6.341 -0.177 -0.308
H -6.125 1.351 -2.248
H -3.926 2.250 -2.860
H -2.183 -0.737 -2.758
H -1.257 -2.313 -4.392
H 0.742 -1.712 -5.716
H 1.832 0.487 -5.363
H 0.955 2.038 -3.666
H -1.824 4.553 -0.920
H -2.535 6.663 -1.980
H -2.811 6.781 -4.441
H -2.401 4.763 -5.814
H -1.734 2.645 -4.749
O 2.363 1.088 -1.060
C 2.468 -0.067 -1.623
C 1.602 -1.177 -1.476
C 1.958 -2.320 -2.218
C 1.214 -3.489 -2.204
C -0.008 -3.557 -1.441
C -0.372 -2.453 -0.728
C 0.442 -1.300 -0.611
O -0.232 -0.061 -0.258
N 1.624 -4.568 -2.979
O 0.896 -5.598 -2.997
O 2.696 -4.495 -3.647
H 3.297 -0.226 -2.321
H 2.847 -2.287 -2.834
H -0.597 -4.460 -1.455
H -1.317 -2.480 -0.188
O 1.140 3.156 0.770
H 0.920 3.292 1.698
H 2.047 3.467 0.670
*
```

Entry 3:
C44H38CsN6O3SSbSe8 as an isolated structure in a non-equilibrium geometry, computed with the ωB97M-V functional and the def2-TZVPD basis.

## Properties
**Lowest unoccupied orbital energy**: 0.1053 Eh
**Energy relative to the best compared isomer or geometry (same formula, charge and spin)**: 19.8 kcal/mol
**Strongest force on any atom**: 1.3 eV/A
**HOMO-LUMO gap**: 4.2 eV

```
! wB97M-V def2-TZVPD RIJCOSX def2/J DEFGRID3
* xyz -2 1
Cs 0.380 0.008 0.104
Se -5.869 -2.011 2.366
Se -6.268 -0.600 0.604
C -5.103 0.888 1.068
C -5.147 2.039 0.290
C -4.290 3.079 0.623
C -3.431 2.930 1.698
C -3.441 1.726 2.391
N -4.276 0.729 2.085
C -4.008 -2.519 2.101
C -3.216 -2.592 3.235
C -1.883 -2.926 3.080
C -1.409 -3.209 1.810
C -2.286 -3.107 0.739
N -3.577 -2.758 0.873
H -5.841 2.124 -0.539
H -4.280 3.990 0.034
H -2.733 3.706 1.983
H -2.739 1.542 3.197
H -3.616 -2.355 4.212
H -1.212 -2.920 3.933
H -0.364 -3.443 1.663
H -1.954 -3.302 -0.277
O 4.581 1.176 -6.611
C 3.339 0.479 -6.561
C 2.800 0.473 -5.160
C 1.489 0.083 -4.937
C 1.028 0.055 -3.633
N 1.778 0.371 -2.586
C 3.040 0.749 -2.791
C 3.584 0.819 -4.072
C 3.832 1.072 -1.562
C 5.174 1.431 -1.600
C 5.845 1.693 -0.411
C 7.285 2.129 -0.411
O 8.140 1.283 0.357
C 5.149 1.568 0.779
C 3.805 1.227 0.729
N 3.163 0.985 -0.411
H 4.935 1.093 -7.499
H 3.468 -0.558 -6.886
H 2.604 0.945 -7.222
H 0.833 -0.196 -5.755
H 0.003 -0.232 -3.417
H 4.605 1.133 -4.236
H 5.709 1.512 -2.540
H 7.339 3.159 -0.041
H 7.684 2.119 -1.424
H 7.717 1.115 1.205
H 5.598 1.748 1.752
H 3.233 1.149 1.652
Se -0.565 -4.723 -2.730
Se -0.715 -3.470 -4.629
C -1.813 -2.007 -3.980
C -2.535 -1.258 -4.900
C -3.316 -0.220 -4.420
C -3.350 0.031 -3.060
C -2.580 -0.762 -2.223
N -1.818 -1.762 -2.679
C 1.021 -3.980 -1.892
C 1.322 -4.428 -0.611
C 2.447 -3.914 0.008
C 3.235 -3.004 -0.681
C 2.851 -2.636 -1.956
N 1.753 -3.110 -2.562
H -2.490 -1.492 -5.956
H -3.898 0.385 -5.106
H -3.965 0.817 -2.650
H -2.578 -0.606 -1.148
H 0.678 -5.141 -0.110
H 2.697 -4.196 1.022
H 4.113 -2.574 -0.218
H 3.438 -1.933 -2.537
Se 3.346 1.265 4.599
Sb 1.254 0.131 3.961
Se 1.812 -1.735 2.373
Se -0.103 1.794 2.589
Se -0.158 -0.747 5.759
O -0.260 2.747 -2.833
S -0.312 3.170 -1.401
C -0.942 4.866 -1.412
C -0.997 5.542 -2.618
C -1.467 6.849 -2.638
C -1.893 7.456 -1.462
C -1.850 6.758 -0.261
C -1.372 5.456 -0.230
C 1.336 3.744 -0.932
C 2.292 3.970 -1.906
C 3.547 4.419 -1.519
C 3.834 4.611 -0.171
C 2.864 4.373 0.796
C 1.597 3.955 0.415
H -0.671 5.029 -3.516
H -1.504 7.393 -3.574
H -2.265 8.473 -1.483
H -2.195 7.225 0.653
H -1.315 4.903 0.703
H 2.054 3.775 -2.947
H 4.306 4.611 -2.269
H 4.828 4.924 0.130
H 3.086 4.494 1.850
H 0.843 3.755 1.172
*
```

Across the entries above, total energy takes the values -4317.184553; -3109.641483; -22123.935138 a.u., respectively.